1.
Here is a cluster of 2 separate species, C4H11N4O2 in total at a distorted geometry from OMol25. Energies are from wB97M-V/def2-TZVPD.

Summary:
* HOMO: -0.425 Ha
* E_LUMO: -0.187 hartree
* total charge: +1
* Kohn-Sham gap: 6.5 eV

```
21
C4H11N4O2 wB97M-V/def2-TZVPD
C -0.18879 -1.61345 -1.25646
C 1.31525 0.73138 -0.06453
C -0.37710 2.09865 1.23034
C 0.87916 1.27167 1.23537
N -1.31213 -1.22204 -1.80779
N 1.64461 0.91851 2.18806
N 0.17808 -2.87123 -1.32252
N -1.42595 1.29890 0.61155
O 2.33737 -0.06455 -0.06025
O 0.83362 1.17959 -1.17268
H -0.20450 2.97564 0.59598
H -0.60504 2.45068 2.24799
H -1.61791 -0.26941 -1.68578
H -1.95490 -1.85823 -2.28027
H 1.42052 1.27980 3.10789
H 2.62944 -0.18712 0.87768
H 1.04234 -3.16709 -0.90138
H -0.37222 -3.59917 -1.77645
H -2.22993 1.87570 0.39652
H -1.72970 0.55918 1.23677
H 1.25094 0.77478 -1.95887
```


2.
Here is a structure of composition C19H34F6MgOP2 at a distorted geometry from OMol25. Energies are from wB97M-V/def2-TZVPD.

Summary:
* HOMO (spin up / spin down): -0.158 / -0.173 Ha
* E_LUMO (spin up / spin down): -0.013 / -0.012 hartree
* Kohn-Sham gap (spin up / spin down): 4.0 / 4.4 eV

```
63
C19H34F6MgOP2 wB97M-V/def2-TZVPD
P -0.24363 2.09295 -2.66406
P 1.71042 1.76453 1.56257
C 1.11553 2.31453 -1.34277
C 1.40583 1.18260 -0.32633
H 0.82665 3.25257 -0.83551
H 2.04935 2.55762 -1.88411
H 0.59399 0.42125 -0.41477
H 2.36653 0.69294 -0.54723
C 3.44709 1.19908 1.94483
H 3.75371 1.81748 2.80150
H 4.10427 1.41391 1.09832
H 3.55047 0.13779 2.23350
C 0.98105 0.37691 2.56876
H 1.72892 -0.40625 2.76954
H 0.02770 -0.01021 2.09338
H 0.60269 0.74115 3.52546
C 0.30427 2.13833 -4.38135
H -0.28390 2.84650 -4.98059
H 0.19388 1.13941 -4.83192
H 1.36312 2.41778 -4.48427
C -1.21828 0.57624 -2.37721
H -1.36734 0.31629 -1.30837
H -0.75775 -0.29365 -2.86886
H -2.22448 0.71150 -2.80087
Mg -0.05076 -1.70457 0.56584
C 0.64649 -3.57518 1.43746
C 1.69762 -2.67594 1.29188
C 2.62807 -2.48048 0.13165
C 1.99723 -2.57707 -1.25817
C 0.58104 -2.05441 -1.40346
C -0.55917 -2.81679 -1.19251
C -0.60626 -4.25069 -0.75738
C 0.32615 -4.64650 0.44612
C -1.49848 3.35774 -2.28977
H 0.16716 -3.73931 2.41564
H 2.00287 -2.23704 2.23697
H 3.53393 -3.12948 0.08925
H 3.10996 -1.49773 0.31628
H 2.63167 -1.92558 -1.88817
H 2.09949 -3.60071 -1.66982
H 0.54473 -1.26681 -2.14117
H -1.52348 -2.52375 -1.65281
H -0.35297 -4.94566 -1.57551
H -1.64803 -4.51379 -0.49469
H -0.26692 -5.42931 0.95395
H 1.24257 -5.09768 0.02839
H -1.86989 3.21839 -1.27209
H -2.36904 3.24140 -2.95205
H -1.06525 4.35856 -2.40135
C -1.58514 2.57212 1.34304
C -2.16051 1.21238 1.72632
O -1.59584 0.14868 1.13135
C -2.24992 1.31857 3.39606
F -3.30292 2.12084 3.79803
F -2.43613 0.10341 3.94572
F -1.12828 1.87539 3.99208
C -3.77756 1.22669 1.43410
F -4.28793 2.49727 1.51627
F -4.04638 0.80038 0.16804
F -4.49313 0.45617 2.29674
H -0.50045 2.55548 1.13056
H -1.80172 3.26878 2.16534
H -2.06290 2.95494 0.44220
```


3.
Here is an isolated molecule of C3H4N2OS at a distorted geometry from OMol25. Energies are from wB97M-V/def2-TZVPD.

Summary:
* HOMO (spin up / spin down): -0.290 / -0.290 Ha
* E_LUMO (spin up / spin down): 0.018 / 0.018 hartree
* Kohn-Sham gap (spin up / spin down): 8.4 / 8.4 eV

```
11
C3H4N2OS wB97M-V/def2-TZVPD
C -0.95759 1.27065 0.62560
C 0.25451 -0.45419 -0.38713
C 1.34524 -1.44874 -0.37556
N -1.62617 2.09078 1.25372
N -1.67484 1.00505 -1.24525
O 0.04008 0.44982 0.58894
S -0.78809 -0.19172 -1.62296
H 1.00938 -2.19613 0.43552
H 1.35581 -1.68045 -1.46838
H 2.40696 -1.16714 -0.02524
H -1.36528 2.32207 2.22075
```


Energy relative to the best compared isomer or geometry (same formula, charge and spin) per entry: 266.4, 37.6, 502.8 kJ/mol